Record 1
{"formula": "C35H34ClNOReSi2", "method": "ωB97M-V with the def2-TZVPD basis set", "species": ["C", "C", "C", "H", "C", "C", "H", "H", "H", "H", "Re", "Si", "C", "C", "H", "C", "H", "C", "H", "C", "H", "C", "H", "C", "C", "H", "C", "H", "C", "H", "C", "H", "C", "H", "H", "Si", "C", "C", "H", "C", "H", "C", "H", "C", "H", "C", "H", "C", "C", "H", "C", "H", "C", "H", "C", "H", "C", "H", "H", "Cl", "O", "C", "C", "C", "C", "C", "C", "N", "H", "H", "H", "H", "H", "H", "H"], "xyz": [[-1.166, 1.828, 0.627], [0.108, 2.251, 0.136], [0.191, 1.868, -1.256], [0.848, 2.804, 0.675], [-1.033, 1.200, -1.606], [-1.877, 1.171, -0.442], [-2.867, 0.790, -0.400], [-1.556, 2.014, 1.616], [1.000, 2.081, -1.922], [-1.271, 0.812, -2.573], [-0.079, 0.144, -0.171], [4.870, -6.401, -4.671], [6.526, -5.651, -4.320], [7.709, -6.420, -4.376], [7.655, -7.467, -4.649], [8.953, -5.846, -4.093], [9.854, -6.458, -4.144], [9.049, -4.499, -3.749], [10.013, -4.055, -3.531], [7.892, -3.720, -3.691], [7.955, -2.667, -3.430], [6.640, -4.292, -3.976], [5.755, -3.666, -3.936], [4.193, -5.775, -6.268], [4.949, -4.925, -7.095], [5.942, -4.615, -6.786], [4.441, -4.459, -8.318], [5.048, -3.804, -8.938], [3.163, -4.829, -8.735], [2.771, -4.468, -9.678], [2.393, -5.666, -7.924], [1.391, -5.956, -8.243], [2.893, -6.133, -6.708], [2.280, -6.775, -6.089], [3.894, -6.091, -3.602], [1.656, -1.087, -1.527], [1.146, -0.941, -3.349], [1.970, -0.311, -4.275], [2.968, 0.012, -3.993], [1.531, -0.077, -5.590], [2.190, 0.424, -6.294], [0.266, -0.498, -5.988], [-0.073, -0.323, -7.005], [-0.559, -1.149, -5.076], [-1.546, -1.494, -5.377], [-0.118, -1.372, -3.758], [-0.779, -1.884, -3.066], [3.418, -0.342, -1.507], [3.617, 1.019, -1.263], [2.773, 1.662, -1.046], [4.908, 1.581, -1.289], [5.037, 2.643, -1.097], [6.012, 0.775, -1.553], [7.010, 1.203, -1.567], [5.832, -0.583, -1.798], [6.684, -1.223, -2.004], [4.534, -1.139, -1.781], [4.417, -2.197, -1.973], [5.046, -7.880, -4.698], [2.014, -3.142, -1.255], [1.607, -0.025, 1.278], [1.170, -0.209, 2.692], [-0.236, -0.715, 2.778], [-0.803, -1.110, 3.964], [-2.083, -1.575, 3.986], [-2.804, -1.639, 2.813], [-2.260, -1.236, 1.649], [-0.980, -0.772, 1.621], [2.044, 0.792, 1.178], [1.839, -0.925, 3.078], [1.246, 0.760, 3.162], [-0.183, -1.042, 4.879], [-2.535, -1.896, 4.939], [-3.851, -2.015, 2.815], [-2.799, -1.252, 0.674]], "charge": 2, "spin_multiplicity": 4, "lumo_energy_ev": [-6.38, -9.83], "s_squared": 3.774, "de_lowest_kcal_mol": 0.0, "homo_energy_ev": [-12.18, -12.18]}

Record 2
{"formula": "C5H6O2S", "method": "ωB97M-V with the def2-TZVPD basis set", "species": ["C", "C", "C", "C", "C", "H", "H", "H", "H", "H", "H", "O", "O", "S"], "xyz": [[-2.107, -0.297, -0.836], [-0.777, -0.195, -0.122], [0.429, -0.784, -0.507], [1.444, 0.103, 0.125], [0.677, 1.166, 0.783], [-2.469, 0.898, -1.033], [-2.138, -1.036, -1.809], [-2.826, -0.793, -0.019], [0.549, -1.669, -1.096], [2.049, 0.589, -0.596], [1.921, -0.787, 1.796], [2.453, -0.481, 0.991], [-0.508, 1.007, 0.546], [1.302, 2.278, 1.777]], "smiles": "CC1=C[C@H](O)C(=S)O1", "lumo_energy_ev": -0.03, "de_lowest_kcal_mol": 65.0, "homo_energy_ev": -8.67}

Record 3
{"formula": "C22H52FN6O3S", "method": "ωB97M-V with the def2-TZVPD basis set", "species": ["C", "C", "O", "C", "N", "C", "C", "O", "N", "C", "N", "S", "N", "C", "C", "O", "C", "C", "F", "H", "H", "H", "H", "H", "H", "H", "H", "H", "H", "H", "H", "H", "H", "H", "H", "H", "H", "H", "H", "H", "H", "C", "C", "N", "C", "C", "C", "C", "H", "H", "H", "H", "H", "H", "H", "H", "H", "H", "H", "H", "H", "H", "H", "C", "C", "N", "C", "C", "C", "C", "H", "H", "H", "H", "H", "H", "H", "H", "H", "H", "H", "H", "H", "H", "H"], "xyz": [[-0.131, 1.289, -4.496], [-0.824, 0.261, -3.582], [-0.898, 0.710, -2.243], [-0.244, -1.183, -3.687], [0.373, -1.722, -2.496], [1.798, -1.595, -2.341], [2.393, -0.264, -2.786], [3.698, -0.146, -2.111], [4.116, 1.150, -2.138], [4.534, 1.760, -1.065], [4.999, 3.099, -1.216], [3.702, 4.133, -1.838], [4.590, 1.155, 0.140], [5.390, 1.863, 1.163], [4.688, 2.952, 1.966], [5.150, 3.282, 3.050], [3.319, 0.577, 0.667], [2.050, 1.396, 0.420], [1.270, 1.255, 1.549], [-0.845, 1.710, -5.190], [0.268, 2.128, -3.925], [0.693, 0.858, -5.055], [-1.848, 0.210, -3.935], [-0.305, 1.442, -2.090], [-1.071, -1.837, -3.946], [0.431, -1.234, -4.535], [-0.130, -1.473, -1.661], [2.081, -1.763, -1.307], [2.290, -2.382, -2.910], [2.600, -0.260, -3.851], [1.793, 0.590, -2.496], [4.098, 1.626, -3.033], [5.737, 3.084, -1.917], [4.485, 5.015, -2.473], [5.721, 1.112, 1.870], [6.275, 2.299, 0.722], [3.797, 3.473, 1.573], [3.442, 0.424, 1.731], [3.184, -0.395, 0.212], [2.231, 2.461, 0.294], [1.475, 0.971, -0.397], [1.391, -4.144, 5.552], [2.108, -2.839, 5.863], [2.463, -2.086, 4.673], [3.388, -0.998, 4.932], [2.919, 0.165, 5.814], [1.368, -1.784, 3.772], [0.169, -0.995, 4.315], [1.974, -4.753, 4.860], [1.252, -4.714, 6.471], [0.403, -3.979, 5.121], [3.033, -3.077, 6.394], [1.492, -2.254, 6.563], [3.724, -0.597, 3.967], [4.282, -1.434, 5.388], [2.220, 0.819, 5.294], [3.777, 0.777, 6.100], [2.448, -0.183, 6.733], [0.995, -2.727, 3.365], [1.780, -1.252, 2.907], [-0.179, -1.365, 5.279], [-0.667, -1.080, 3.619], [0.392, 0.066, 4.416], [-6.961, -0.362, -4.528], [-5.940, -0.514, -3.411], [-5.871, 0.641, -2.538], [-4.718, 0.630, -1.658], [-4.618, -0.480, -0.605], [-7.129, 1.047, -1.934], [-7.885, 0.020, -1.082], [-6.783, 0.552, -5.095], [-6.887, -1.207, -5.213], [-7.983, -0.339, -4.149], [-4.953, -0.645, -3.867], [-6.151, -1.447, -2.864], [-4.654, 1.600, -1.156], [-3.824, 0.575, -2.291], [-5.304, -0.320, 0.225], [-3.609, -0.495, -0.185], [-4.810, -1.467, -1.027], [-7.794, 1.378, -2.735], [-6.946, 1.945, -1.339], [-7.930, -0.959, -1.560], [-8.913, 0.355, -0.932], [-7.443, -0.103, -0.094]], "charge": 1, "lumo_energy_ev": -4.16, "homo_energy_ev": -9.54}

The evaluated strongest force on any atom for the records listed, in turn: 7.4; 8.0; 2.4 eV/Å.
The evaluated calculated total energy for the records listed, in turn: -70774.9605; -20209.3875; -52281.6367 eV.